ORCA calculation (the ωB97M-V functional and the def2-TZVPD basis) on an isolated molecule of CH2O3S in a non-equilibrium geometry.

Energy ... -663.0408 hartree
Energy relative to the best compared isomer or geometry (same formula, charge and spin) ... 346.9 kJ/mol
Net charge ... 0
2S+1 ... 1

CARTESIAN COORDINATES (ANGSTROEM)
C1 0.201 0.439 -0.505
O1 2.392 -1.051 -0.960
O2 0.598 -2.364 0.057
O3 -0.887 0.010 -1.061
S1 1.196 -1.079 -0.121
H1 1.550 -0.350 1.253
H2 -1.573 0.759 -1.041